[1]
# C22H20N6O3OsS

C22H20N6O3OsS as an isolated structure (ωB97M-V with the def2-TZVPD basis set, the Open Molecules 2025 dataset).

Last column: Löwdin charge in e.
CARTESIAN COORDINATES (ANGSTROEM)
Os (-0.53612, 0.04276, 0.61032)  1.386
C (2.67893, 3.05680, 1.78436)  0.029
C (1.43152, 2.24982, 1.63516)  -0.213
N (1.34029, 0.97407, 1.59153)  -0.036
N (2.44369, 0.18226, 1.64136)  0.042
C (2.24991, -1.13946, 1.62420)  -0.720
N (3.29681, -1.94262, 1.69996)  0.174
S (0.68263, -1.79037, 1.51876)  0.857
C (0.13467, 2.91909, 1.47556)  -0.196
C (-0.06441, 4.26166, 1.72209)  0.035
C (-1.31561, 4.81594, 1.48312)  0.011
C (-2.33301, 4.00056, 1.02197)  0.007
C (-2.06916, 2.65665, 0.81991)  -0.071
N (-0.86079, 2.12297, 1.04044)  -0.036
H (3.58941, 2.48388, 1.62853)  0.080
H (2.72786, 3.48702, 2.78732)  0.119
H (2.67937, 3.87471, 1.06545)  0.111
H (3.37082, 0.58164, 1.66574)  0.163
H (4.23246, -1.61203, 1.88105)  0.143
H (3.15301, -2.94111, 1.70058)  0.131
H (0.73975, 4.87362, 2.10494)  0.131
H (-1.48572, 5.87111, 1.64856)  0.135
H (-3.32006, 4.38836, 0.81583)  0.131
H (-2.83829, 1.98817, 0.45948)  0.122
O (0.69853, -2.80486, -3.85557)  0.098
C (1.77580, -2.04489, -3.64716)  -0.246
C (2.86144, -2.25478, -4.50381)  0.014
C (4.02262, -1.54160, -4.34362)  -0.037
C (4.14412, -0.57120, -3.33613)  -0.070
C (3.07957, -0.33112, -2.51244)  -0.032
C (1.87916, -1.06704, -2.63291)  -0.086
C (0.82104, -0.80761, -1.68429)  -0.393
O (0.93445, 0.14987, -0.83226)  -0.180
N (-0.28035, -1.58629, -1.67880)  0.064
N (-1.10874, -1.30464, -0.66484)  -0.250
C (-2.28422, -1.96932, -0.66571)  0.008
C (-3.29567, -1.85240, 0.26505)  -0.106
C (-4.48625, -2.62844, 0.05585)  -0.016
C (-5.49995, -2.59832, 0.94562)  -0.030
C (-5.40641, -1.77753, 2.11739)  -0.002
C (-4.31508, -1.00841, 2.35751)  0.014
C (-3.22451, -1.00725, 1.44507)  -0.298
O (-2.22479, -0.25258, 1.69328)  -0.194
H (0.01548, -2.60987, -3.19106)  0.075
H (2.75308, -2.99490, -5.28469)  0.132
H (4.85668, -1.72894, -5.00732)  0.120
H (5.06579, -0.01876, -3.22044)  0.109
H (3.13411, 0.43038, -1.74601)  0.105
H (-2.42718, -2.65608, -1.49261)  0.151
H (-4.55886, -3.23858, -0.83544)  0.130
H (-6.38849, -3.19035, 0.77772)  0.124
H (-6.22657, -1.76862, 2.82338)  0.128
H (-4.24273, -0.37133, 3.22802)  0.131

Values from the calculation:
LUMO energy (spin up / spin down) ... -0.296 / -0.296 hartree
Charge ... +2
Highest occupied orbital energy (spin up / spin down) ... -13.2 / -13.2 eV
ΔE to the lowest compared entry with this formula, charge and spin ... 33.3 kcal per mole
Electronic energy ... -51509.4642 eV
Gap between HOMO and LUMO (spin up / spin down) ... 0.1870 / 0.1872 hartree

***

[2]
# C22H21BN11O3STi

C22H21BN11O3STi as an isolated structure (ωB97M-V with the def2-TZVPD basis set, the Open Molecules 2025 dataset).

Last column: Mulliken spin population.
CARTESIAN COORDINATES (ANGSTROEM)
Ti (0.38693, 0.57277, -0.57180)  0.781
N (-3.35279, -2.14342, 0.50744)  0.022
C (-1.98835, -1.90670, 0.43852)  0.012
S (-1.04960, -3.08344, -0.32562)  0.036
N (-1.59317, -0.84790, 1.08887)  0.030
N (-0.33779, -0.39176, 1.06332)  0.207
C (0.16599, 0.11054, 2.20546)  0.085
C (-0.62061, 0.15802, 3.44891)  -0.071
C (-0.12763, -0.21875, 4.70016)  0.017
C (-0.92314, -0.13867, 5.83080)  -0.006
C (-2.24099, 0.27587, 5.73363)  0.012
C (-2.74361, 0.64960, 4.49591)  -0.007
C (-1.94300, 0.61053, 3.37356)  0.005
C (1.46322, 0.65956, 2.06634)  0.221
C (2.26941, 1.19676, 3.09866)  -0.051
C (3.54798, 1.59951, 2.82892)  0.110
C (4.03339, 1.50215, 1.50607)  0.074
C (3.17574, 1.06512, 0.52760)  0.027
N (1.93165, 0.65456, 0.76756)  0.103
H (-3.69987, -2.74140, -0.22478)  0.000
H (-3.90997, -1.32659, 0.70589)  -0.002
H (0.87853, -0.60512, 4.78438)  0.003
H (-0.51693, -0.40828, 6.79770)  -0.001
H (-2.87022, 0.31564, 6.61378)  0.001
H (-3.76991, 0.98125, 4.41012)  0.000
H (-2.32306, 0.93220, 2.41684)  0.002
H (1.86406, 1.27931, 4.09552)  0.008
H (4.17800, 2.00701, 3.60844)  0.009
H (5.04405, 1.78628, 1.26424)  0.007
H (3.49281, 1.01921, -0.51298)  0.014
C (-3.43664, -0.28846, -2.17550)  0.008
C (-2.55789, 0.43178, -1.36756)  0.005
N (-1.30491, 0.11718, -1.67457)  -0.019
N (-1.34394, -0.78035, -2.65808)  0.016
C (-2.61441, -1.04794, -2.98362)  0.007
B (-0.06378, -1.17016, -3.40205)  -0.013
N (0.93983, -1.75464, -2.40547)  0.011
C (1.67405, -2.86117, -2.55659)  0.007
C (2.49421, -2.98858, -1.45569)  -0.002
C (2.18225, -1.89084, -0.66253)  -0.010
N (1.24684, -1.15226, -1.25662)  0.040
N (0.54030, 0.14973, -3.88728)  0.011
C (0.60119, 0.67461, -5.12030)  -0.001
C (1.12798, 1.94411, -5.01768)  0.002
C (1.35389, 2.10963, -3.64837)  -0.001
N (0.99470, 1.02281, -2.98286)  0.004
H (-4.50829, -0.26276, -2.16040)  0.002
H (-2.76825, 1.14355, -0.58915)  -0.005
H (-2.84527, -1.76498, -3.74437)  0.001
H (-0.28932, -1.91754, -4.29162)  0.000
H (1.57000, -3.48623, -3.42107)  0.000
H (3.20041, -3.76651, -1.25228)  0.000
H (2.58072, -1.61970, 0.29835)  0.004
H (0.26931, 0.11464, -5.97370)  0.000
H (1.31771, 2.64248, -5.80999)  0.000
H (1.74698, 2.96192, -3.12974)  0.000
O (-0.76674, 2.92385, -1.83305)  0.229
N (-0.14310, 2.45343, -0.89499)  0.045
O (1.11072, 2.47684, -0.82448)  0.027
O (-0.72967, 2.02171, 0.13779)  -0.013

Values from the calculation:
LUMO energy (spin up / spin down) ... 0.100 / 0.081 hartree
Charge ... -1
Multiplicity ... 3
Highest occupied orbital energy (spin up / spin down) ... -2.6 / -3.9 eV
ΔE to the lowest compared entry with this formula, charge and spin ... 68.9 kcal per mole
Electronic energy ... -80316.2729 eV
Gap between HOMO and LUMO (spin up / spin down) ... 0.1951 / 0.2230 hartree
<S²> ... 2.03

***

[3]
# C22H21BrIN4O6

A 4-piece molecular cluster, C22H21BrIN4O6 overall (ωB97M-V with the def2-TZVPD basis set, the Open Molecules 2025 dataset).

Last column: Löwdin charge in e.
CARTESIAN COORDINATES (ANGSTROEM)
Br (-0.64042, -0.34314, 3.72908)  0.811
C (0.43151, 0.76780, 2.55807)  -0.676
C (-0.28586, 0.83463, 1.22423)  -0.040
N (-0.21349, 1.99996, 0.73871)  0.151
C (0.62862, 2.84490, 1.59081)  -0.193
C (0.27013, 2.25236, 2.94269)  -0.836
I (1.37495, 3.02680, 4.56076)  0.955
H (1.46487, 0.47764, 2.48632)  0.119
H (-0.82409, 0.02630, 0.76283)  0.125
H (-0.66930, 2.31944, -0.11081)  0.196
H (1.63885, 2.49012, 1.39962)  0.124
H (0.63633, 3.90957, 1.44181)  0.113
H (-0.79476, 2.39101, 3.06996)  0.082
C (5.22078, 5.28307, -1.99320)  -0.054
C (4.49994, 5.98276, -2.95052)  -0.048
C (3.12317, 6.08813, -2.84518)  0.007
C (2.48764, 5.48754, -1.77428)  -0.147
C (3.19042, 4.78352, -0.81297)  -0.010
C (4.56586, 4.68181, -0.92668)  -0.059
N (1.02814, 5.61853, -1.65801)  -0.338
O (0.44875, 6.23511, -2.51976)  0.113
O (0.46692, 5.10257, -0.69405)  0.024
H (6.29637, 5.20831, -2.07622)  0.114
H (5.01103, 6.45055, -3.77965)  0.116
H (2.55914, 6.63236, -3.58738)  0.125
H (2.67999, 4.32479, 0.01892)  0.092
H (5.12948, 4.13842, -0.18123)  0.111
C (-2.75921, -2.02898, -4.16425)  -0.052
C (-1.41001, -1.98217, -4.49372)  -0.054
C (-0.45253, -1.95604, -3.49569)  0.000
C (-0.86870, -1.97699, -2.17502)  -0.151
C (-2.20856, -2.02070, -1.82613)  -0.001
C (-3.15709, -2.04602, -2.83386)  -0.047
N (0.14139, -1.96926, -1.11369)  -0.332
O (1.31029, -1.92806, -1.42768)  0.101
O (-0.25133, -2.00099, 0.05098)  0.008
H (-3.50341, -2.05743, -4.94850)  0.114
H (-1.10440, -1.97146, -5.53016)  0.114
H (0.59713, -1.92343, -3.74650)  0.122
H (-2.51569, -2.05069, -0.79129)  0.088
H (-4.20676, -2.08778, -2.57994)  0.117
C (-0.70487, -5.91031, 3.72470)  -0.062
C (-0.46088, -4.71793, 3.05567)  -0.062
C (-1.47456, -4.10851, 2.33628)  -0.019
C (-2.72170, -4.70234, 2.30434)  -0.143
C (-2.98362, -5.89111, 2.95934)  0.003
C (-1.96281, -6.49665, 3.67308)  -0.056
N (-3.80132, -4.03890, 1.55872)  -0.336
O (-3.53267, -2.99219, 0.98458)  0.038
O (-4.89593, -4.55751, 1.55997)  0.102
H (0.08733, -6.38437, 4.28840)  0.111
H (0.51938, -4.26323, 3.09428)  0.108
H (-1.29047, -3.18513, 1.81140)  0.076
H (-3.96423, -6.34084, 2.91862)  0.123
H (-2.14976, -7.42585, 4.19220)  0.112

Values from the calculation:
LUMO energy ... -0.157 hartree
Charge ... +1
Highest occupied orbital energy ... -11.9 eV
Electronic energy ... -119528.1042 eV
Gap between HOMO and LUMO ... 0.2816 hartree

***

[4]
# C22H21Cl2InN7O2S

C22H21Cl2InN7O2S as an isolated structure (ωB97M-V with the def2-TZVPD basis set, the Open Molecules 2025 dataset).

Last column: Löwdin charge in e.
CARTESIAN COORDINATES (ANGSTROEM)
In (0.85190, -0.14337, -1.19813)  0.944
Cl (-3.07090, -4.94436, 1.98742)  0.702
C (-2.82668, -3.64187, 0.89068)  -0.694
C (-1.74606, -2.85204, 1.22657)  -0.061
C (-1.14431, -1.99401, 0.24736)  -0.218
N (0.17808, -1.59581, 0.28767)  -0.002
C (1.07187, -2.47287, 0.89475)  -0.437
O (0.85060, -3.22326, 1.83432)  0.083
C (2.42363, -2.30336, 0.26581)  -0.183
C (3.38105, -3.25374, 0.56073)  0.018
C (4.68445, -3.02378, 0.17881)  -0.015
C (5.07158, -1.78701, -0.36853)  -0.027
C (4.07529, -0.89280, -0.74539)  -0.085
N (2.77194, -1.22015, -0.47161)  -0.013
C (-1.92700, -1.58708, -0.86314)  -0.240
C (-3.03006, -2.41608, -1.22718)  -0.029
C (-3.47527, -3.41033, -0.34987)  -0.628
Cl (-5.03890, -4.18937, -0.62109)  0.640
N (-1.35995, -0.59962, -1.66878)  -0.014
C (-2.22598, 0.41126, -2.18763)  -0.391
O (-3.47244, 0.31341, -2.09754)  0.045
C (-1.58375, 1.63220, -2.79664)  -0.161
C (-2.38785, 2.72936, -3.27398)  0.025
C (-1.74711, 3.85133, -3.75102)  -0.029
C (-0.32337, 3.90281, -3.71488)  -0.029
C (0.40996, 2.77925, -3.31599)  -0.117
N (-0.22705, 1.65226, -2.92174)  0.041
H (-1.24571, -3.05648, 2.16378)  0.090
H (3.07680, -4.12543, 1.09825)  0.127
H (5.45839, -3.79839, 0.33712)  0.133
H (6.09994, -1.56804, -0.65421)  0.119
H (4.28427, 0.05762, -1.22931)  0.121
H (-3.63207, -2.25338, -2.10739)  0.108
H (-3.46402, 2.47411, -3.34735)  0.136
H (-2.33657, 4.68542, -4.13110)  0.120
H (0.16182, 4.81742, -3.98990)  0.102
H (1.50032, 2.79184, -3.27659)  0.113
S (1.82266, 1.69559, 1.05767)  0.635
C (0.70129, 2.08204, 2.24773)  -0.776
N (0.33204, 3.39755, 2.50276)  0.027
C (-0.46068, 3.76881, 3.66632)  -0.171
C (-1.46562, 2.63621, 3.81762)  -0.184
C (-0.68239, 1.36361, 4.12294)  -0.176
N (0.16714, 1.04732, 2.97498)  0.033
H (1.00659, 3.97768, 2.01380)  0.121
H (-0.95701, 4.72675, 3.57109)  0.124
H (0.13172, 3.74629, 4.61188)  0.133
H (-2.18438, 2.53815, 2.97866)  0.134
H (-2.12480, 2.80470, 4.72137)  0.140
H (-1.39398, 0.58038, 4.42857)  0.129
H (-0.05711, 1.55977, 5.06979)  0.147
H (0.64814, 0.17366, 2.90671)  0.118
N (1.13559, -1.76417, -2.91093)  0.066
H (1.47921, -1.40346, -3.77490)  0.049
H (0.14953, -2.03959, -3.00354)  0.065
H (1.66522, -2.63696, -2.66681)  0.096

Values from the calculation:
LUMO energy ... -0.168 hartree
Charge ... +1
Highest occupied orbital energy ... -9.6 eV
Electronic energy ... -78729.5010 eV
Gap between HOMO and LUMO ... 0.1843 hartree

***

| no. | strongest force on any atom (eV/Å) |
| --- | --- |
| 1 | 2.871 |
| 2 | 4.970 |
| 3 | 1.902 |
| 4 | 3.477 |